(1)
ORCA calculation (ωB97M-V/def2-TZVPD) on 13 unconnected molecules or ions with the total composition C59H80Cl2F6N13OP.

Structure (XYZ):
```
162
Properties=species:S:1:pos:R:3:lowdin_charge:R:1
H -3.8930 4.5842 -1.5826 0.082
H -7.6140 8.4626 -4.2228 0.089
C -9.6750 6.2016 -3.4297 -0.144
C 4.2625 -10.0786 3.1859 -0.145
C 2.4746 -2.9455 1.5619 -0.201
H 0.9645 4.1049 -1.3636 0.108
H -4.6058 -0.7343 -9.3474 0.090
H 4.8138 1.9236 2.5458 0.060
C 4.7168 8.3991 1.5624 -0.145
H -4.8620 7.1596 -1.3343 0.139
C 0.3094 4.0278 -0.5088 -0.153
H -2.7024 -2.9109 2.2879 0.088
H 5.2412 -1.0107 -3.7815 0.091
H -1.8462 -2.0232 -6.4613 0.103
F 7.3349 -1.3697 3.0858 0.094
C -2.6566 -4.3023 -2.1254 -0.108
C 4.7461 -3.1407 -3.7917 -0.140
H 0.2147 -4.3165 3.4799 0.092
H 5.5170 -1.3928 -1.1088 0.077
N -2.2445 -1.7601 -7.3470 -0.002
C -4.2066 -4.4763 2.0161 -0.139
P 3.9081 -3.1158 2.7744 0.910
H 3.6569 -11.9691 3.9189 0.143
C -6.5447 7.8518 -2.4141 -0.154
N 1.5147 3.7326 4.3949 0.012
N 2.2972 -6.0690 6.3495 -0.044
H 0.3564 -2.5920 0.1637 0.088
C 5.9727 -9.8993 4.6339 -0.114
N -0.4819 2.1065 -3.2295 0.010
C -5.4712 7.8382 -4.3892 -0.101
H 1.3862 -6.5356 6.2960 0.056
C 0.2402 -3.6661 0.5559 -0.058
Cl 2.5764 0.8604 1.9366 0.526
H -2.2387 -1.2564 -10.5685 0.090
H 4.4396 -5.0335 -2.8962 0.146
H 2.1605 -5.0569 6.5188 0.053
C -3.5325 -1.3379 -7.5404 -0.138
H 1.6535 5.6761 7.0099 0.091
H -5.2470 7.9370 -5.4404 0.094
H -7.3620 1.9912 -1.4014 0.093
C 5.2945 -9.2576 3.5676 -0.124
C 6.4093 8.5836 3.0296 -0.117
H -3.3102 2.4514 -0.4013 0.131
C 1.6741 5.2233 6.0301 -0.112
H -1.9497 -2.1938 -1.8769 0.091
H -1.3298 -0.2277 -5.3387 0.063
H 1.3547 2.8675 3.9037 0.113
H -4.0181 -5.2415 2.7531 0.104
F 6.4473 -2.7548 4.6614 0.115
H -0.8452 -3.8636 0.8070 0.064
H 3.5107 -9.9664 2.4200 0.104
C 3.0609 -6.2243 5.0497 -0.252
H 1.0763 3.0972 6.3841 0.106
H 6.0240 10.1502 1.4775 0.089
O 0.4353 -3.5065 2.9841 -0.103
H 7.2693 8.9504 3.5694 0.089
H 5.0925 -5.2433 4.5569 0.098
H -3.1682 -4.5192 -1.1996 0.075
C -4.6017 3.7866 -1.4189 -0.162
H -0.9479 -2.5747 -4.3776 0.087
H -2.8438 -6.1822 -3.3220 0.105
C -3.6970 -1.0809 -8.8789 -0.113
C 0.5622 0.6128 -4.4904 -0.109
C -1.5027 4.4687 0.7242 -0.147
C 5.3316 -11.0906 4.8682 -0.143
H 5.5349 -8.3005 3.1287 0.090
H -4.2188 -1.2583 -6.7115 0.108
H 4.2175 -0.6614 1.0564 0.084
H -3.5615 7.1174 -3.4764 0.102
H -12.9383 6.2226 -3.8794 0.089
C -4.5957 7.4198 -3.4181 -0.143
H -3.9944 -1.7266 0.2143 0.086
C 3.4441 -3.6083 4.5733 -0.263
H -2.4475 4.9349 0.9589 0.110
C -1.5828 -1.7673 -8.5460 -0.143
H 4.6588 -1.0204 4.1067 0.077
H 1.2269 2.6330 0.9053 0.007
H -0.9726 3.1700 2.4015 0.096
C 3.9028 -1.2868 3.2922 -0.697
H 1.4577 -5.0147 1.8006 0.138
C 4.1058 -4.9895 5.0487 -0.221
H -0.5478 -2.0667 -8.6047 0.103
C 1.2309 -3.9073 1.8223 -0.389
Cl 2.2541 -0.9112 4.0797 0.563
C -3.5626 -3.2912 1.7569 -0.118
C 4.9723 -3.4564 -1.5903 -0.148
C -10.8085 5.5338 -3.8225 -0.111
H -11.8836 8.5334 -2.9202 0.104
C 5.2452 -2.1340 -1.8448 -0.115
H 2.3266 -3.6407 4.7406 0.074
H 2.0499 -1.9047 1.4362 0.070
C -1.5017 -3.2494 -3.7424 -0.145
H 2.2970 6.8870 4.6674 0.089
H 2.3661 -6.2129 4.1524 0.098
C 1.3757 3.9134 5.7449 -0.137
C -2.0200 -3.0871 -2.4794 -0.105
C 5.7591 9.2100 1.9375 -0.118
N 4.6748 -4.0621 -2.7813 0.009
C -5.3008 1.7914 -0.6967 -0.132
C -11.3968 7.6051 -3.1766 -0.142
H -5.8811 -5.3732 1.0819 0.145
C -0.8342 0.4759 -4.6884 -0.114
C -2.5087 -5.1660 -3.1821 -0.137
C 2.0100 5.8552 4.8072 -0.116
C 0.7491 1.6239 -3.5831 -0.142
H -10.8479 4.5180 -4.1859 0.090
C 5.7386 -3.1386 2.2608 -0.305
H 4.5399 -3.4225 -4.8127 0.105
N -5.2586 7.4260 -2.2199 0.006
C 0.4148 3.2966 0.6479 -0.116
N 4.2954 -11.1942 3.9793 -0.002
H -9.4151 8.1670 -2.6906 0.121
H 3.9326 -2.8066 5.2329 0.074
H -1.5407 -4.9169 -5.0468 0.143
C 6.8130 -2.6579 3.3288 -0.373
C -6.7069 8.1126 -3.7530 -0.123
N -5.2412 -4.5982 1.1266 0.005
H -1.2024 5.3524 -1.1760 0.142
N -0.8637 4.7342 -0.4574 0.006
C -1.4542 1.4090 -3.8946 -0.128
H 3.9782 8.5057 0.7830 0.103
H -5.2103 0.8263 -0.2224 0.101
N -4.2295 2.6403 -0.7687 0.009
H 6.0036 0.9892 1.5409 0.089
C -6.3707 2.4063 -1.3001 -0.105
H -0.6458 2.8576 -2.5798 0.105
N 4.7165 7.3040 2.3846 0.004
H -6.0195 -3.4050 -0.4616 0.111
H 3.6450 -7.2017 5.1612 0.105
C 5.1011 -1.9345 -3.2406 -0.108
N -1.8008 -4.5202 -4.1594 0.001
H -6.5121 4.4145 -2.2796 0.082
F 6.0988 -4.4799 1.9406 0.020
F 7.9397 -3.5050 3.1859 0.090
C 5.7418 7.4114 3.2853 -0.143
H 5.9080 6.6458 4.0272 0.106
F 6.0142 -2.4312 1.0518 0.028
C 4.1112 -0.2031 2.0951 -0.626
C 1.9060 4.9093 3.8163 -0.154
H 4.9656 -4.0169 -0.6681 0.094
H 1.3438 0.0340 -4.9597 0.090
C -11.9001 6.4239 -3.6625 -0.116
H 4.0636 6.5396 2.3354 0.124
H -8.6423 5.8913 -3.3967 0.091
C 5.2752 0.8828 2.4114 -0.128
H 4.3519 -4.8404 6.1634 0.117
H 1.6497 2.0419 -3.1601 0.103
C -5.9271 3.6712 -1.7584 -0.108
H -2.4990 1.6367 -3.7467 0.107
H -7.2318 7.9308 -1.5852 0.106
H 2.8929 -3.2412 0.5316 0.109
C -2.4610 -1.3535 -9.5166 -0.115
H 5.5235 -11.8717 5.5874 0.105
H 0.5342 -4.3300 -0.3341 0.090
F 3.8631 -4.8235 2.4135 -0.315
C -0.7345 3.5763 1.4299 -0.103
C -4.2373 -2.6728 0.6743 -0.123
H 5.7918 0.6524 3.3980 0.073
N -10.0425 7.4594 -3.0333 0.004
H 2.0746 4.9721 2.7517 0.094
C -5.2700 -3.5010 0.3086 -0.148
H 6.8332 -9.5299 5.1709 0.091
```

Values from the calculation:
frontier orbital gap	0.300	hartree
calculated total energy	-134532.3865	eV
LUMO level	0.016	eV
strongest force on any atom	3.855	eV Å⁻¹

(2)
ORCA calculation (ωB97M-V/def2-TZVPD) on a molecular structure, C59H86N11O3Zr.

Structure (XYZ):
```
160
Properties=species:S:1:pos:R:3:lowdin_charge:R:1
N -0.6823 0.8411 -6.5638 -0.071
H -11.2324 0.1618 -0.8890 0.104
C 7.3990 0.8781 3.0779 -0.114
C -7.1049 0.3199 -0.4165 -0.014
H -9.7408 -0.7150 1.0738 0.141
H 8.0805 -1.8079 3.0356 0.123
C 6.4487 -0.3570 3.1000 -0.432
C 0.2288 2.5488 7.6316 0.023
C 4.3169 -1.3198 -2.7911 0.063
H 3.1881 2.0918 8.7701 0.061
C -0.2550 2.2312 -4.6605 0.052
H 0.7977 -0.0591 -7.6184 0.160
Zr -1.5276 4.4381 0.6800 1.569
H 6.4226 2.1610 4.4244 0.124
H -7.4532 -4.4692 1.2284 0.145
H 1.9725 -1.2100 0.3037 0.119
H 2.0361 4.2629 8.9524 0.129
H 4.3047 1.4502 0.2893 0.083
N 3.8040 3.8413 -2.0866 -0.083
C 1.6467 3.4807 9.6039 -0.134
H -2.6829 1.8367 6.2787 0.116
H -2.1161 0.5031 1.6797 0.050
C 3.3112 3.0091 -4.2722 0.087
C -1.5795 1.8483 8.7424 0.040
H -2.2528 1.6548 -5.4645 0.152
H 3.6415 3.0076 10.1089 0.097
C 4.6350 4.7191 -1.2695 0.056
C 4.0067 -2.7001 -6.2932 0.062
H 5.3904 -0.1706 5.0132 0.078
H -5.6765 -3.0823 -2.4708 0.121
H 5.9346 2.6050 1.5027 0.122
H 7.0961 -0.6369 5.2149 0.132
C 6.2082 -0.7570 4.5943 0.073
H -1.6486 -1.5624 2.6134 0.116
N -8.7411 -4.4341 -1.9103 -0.055
C 4.1819 3.6392 -3.3692 0.067
C -8.7541 -0.3346 0.8549 0.017
H 7.2540 -0.9245 -7.0011 0.168
N -8.4315 -0.0762 -0.4789 -0.007
C 5.7430 -1.2192 -5.3900 0.098
C -7.7102 0.0000 1.6867 0.026
C 1.8009 2.6539 -2.4953 0.020
C -1.4402 -2.2150 1.7656 0.040
C 1.5177 1.0608 -5.8022 0.052
C -9.2572 -0.3509 -1.7029 -0.126
C 6.7180 2.2065 3.3762 -0.133
H 6.1166 -0.6405 -4.5582 0.121
H -2.6522 0.7903 -7.5958 0.128
N 5.8681 -2.2167 -7.5661 -0.062
H 0.8907 2.8384 6.8288 0.148
H 4.8772 3.2375 2.7753 0.137
H -5.4043 1.8391 1.6396 0.116
H -11.3334 -0.8210 -2.2664 0.100
C -3.2098 -3.9420 1.5607 0.051
N -1.0467 2.0533 7.4821 -0.134
C -4.5092 -4.2588 1.1460 0.096
C 0.5869 0.4256 -6.6766 0.045
H 0.3710 0.9425 1.2793 0.057
H 0.2035 1.9198 2.6534 0.085
C -1.7330 0.2375 -7.4021 0.039
H -1.5115 0.6051 6.1630 0.103
H 7.9991 0.9110 2.1685 0.132
H 1.3142 3.9208 10.5441 0.146
H -0.8364 -3.0886 2.0112 0.117
H 1.4735 0.2940 -0.5180 0.085
H 5.6607 4.8034 -1.6287 0.129
H -7.5338 -0.1285 2.7444 0.148
H 7.4427 3.0141 3.2727 0.146
H -7.8725 -3.7738 -3.6556 0.158
C -4.5845 -2.2289 -0.1275 0.031
H -10.7433 -5.2271 -1.9147 0.124
C -5.1420 -3.4750 0.1931 -0.119
H 7.0383 -1.6543 -9.2769 0.135
H -9.8573 -5.4351 -3.4450 0.130
H 8.0819 0.8165 3.9253 0.147
O 4.4113 -1.2783 2.1255 0.093
C 6.6672 -2.5454 -8.7707 0.080
H 3.1466 2.4316 1.3147 0.087
H -4.7509 0.8718 0.3237 0.087
C -10.7420 -0.6900 -1.3603 -0.044
H 2.5368 1.5505 10.2693 0.091
C 2.2696 -1.7837 -4.0243 0.092
H -9.4675 -5.0753 -0.0166 0.166
C -1.1757 1.6909 -5.5355 0.086
C -6.3789 -3.8624 -0.5391 -0.122
O -2.6413 2.5238 1.2869 -0.494
C 2.7875 2.4558 9.7162 -0.056
C 4.4733 -1.8975 -5.1892 -0.116
C 3.5282 1.3932 3.7830 0.058
C 3.7116 1.5063 1.2020 -0.043
N 0.4688 2.8639 8.9631 -0.024
H 3.0171 -3.1323 -6.3152 0.130
C -1.7884 1.5371 1.7873 -0.357
H 4.3194 -3.3959 -8.2883 0.170
N 5.2424 -0.0749 2.3530 0.162
C -8.6744 -4.5805 -0.5575 0.050
C -7.6881 -3.9663 -2.6090 0.045
H 0.8706 2.2856 -2.0887 0.112
C -5.3200 0.8238 1.2521 -0.015
H -4.9979 0.1431 2.0401 0.107
H 7.3447 -3.3758 -8.5719 0.144
C 1.1115 1.9127 -4.7528 -0.125
C -1.6035 1.6849 6.2802 -0.055
H -1.1348 2.1107 5.3931 0.087
C -7.4971 -4.3752 0.1534 0.072
C -0.2021 1.7925 1.6497 -0.294
C 1.4871 -0.7942 -0.5792 -0.015
C 5.4859 2.3859 2.4716 -0.149
H -2.5248 1.3386 8.8564 0.148
C 2.0927 2.5015 -3.8100 -0.163
C 3.5486 -1.0947 -1.6785 0.044
C 2.6341 3.3828 -1.6026 0.039
H -0.5152 2.9742 -3.9212 0.134
C 4.6993 -2.8329 -7.4486 0.019
H -0.8707 -1.7003 0.9917 0.069
H 4.0933 1.3702 4.7148 0.087
C 6.3941 -1.4475 -6.6094 0.057
H 2.5657 0.9377 -6.0324 0.122
H -2.0863 -0.6477 -6.8732 0.117
H 2.8032 2.1957 3.6475 0.097
H -0.7646 2.4323 10.7293 0.154
H 2.9705 0.4595 3.7095 0.085
H 4.1476 5.6931 -1.2272 0.139
H -1.2442 -0.0141 -8.3433 0.121
H 3.0415 0.6552 1.0810 0.039
N 2.1796 -1.1072 -1.7627 -0.106
H 5.9544 -2.9717 -9.4765 0.112
H -2.0260 1.5487 2.8510 0.090
C 7.2857 -1.4599 2.3759 0.010
H -4.9293 -5.1950 1.4830 0.155
H -10.4612 -3.8528 -2.9763 0.114
C 4.5204 1.2108 2.5109 -0.411
H 0.4538 -1.1017 -0.7399 0.095
C -3.3593 -1.9087 0.4236 -0.018
H -9.2367 0.5996 -2.2360 0.136
H 5.9399 -1.8128 4.6301 0.116
H 1.7237 -2.0426 -4.9194 0.118
H 6.7898 -2.3666 2.0293 0.093
H 7.8777 -1.0556 1.5548 0.092
C -0.6511 2.3657 9.6573 0.058
N -6.6587 0.4300 0.8839 -0.101
H 5.0900 4.1400 -3.6711 0.165
H 5.3846 -1.4131 -2.6586 0.147
H -6.4821 0.5617 -1.2650 0.153
H 0.4735 -1.4085 -2.7690 0.148
H 4.0006 -0.9328 -0.7111 0.132
H -2.7075 -4.5618 2.2887 0.171
C 1.5478 -1.3719 -2.8739 0.006
H 4.6791 4.2814 -0.2723 0.094
C -10.0213 -4.7739 -2.5940 0.070
H 2.5015 3.6368 -0.5613 0.126
C -6.4797 -3.5653 -1.9342 0.066
C 3.7164 -1.7265 -3.9937 -0.112
H -8.7813 -1.0938 -2.3430 0.102
N -2.6606 -2.8142 1.1524 -0.070
H 3.5530 2.8890 -5.3179 0.142
H -10.8597 -1.6257 -0.8137 0.073
H -5.1976 -1.6742 -0.8224 0.106
H -2.8794 -0.9728 0.1781 0.123
O 0.1662 2.9983 0.9306 -0.573
```

Values from the calculation:
frontier orbital gap	0.099	hartree
calculated total energy	-86268.2187	eV
net charge	+9
LUMO level	-20.315	eV
strongest force on any atom	9.433	eV Å⁻¹

(3)
ORCA calculation (ωB97M-V/def2-TZVPD) on C5H10 in the gas phase.

Structure (XYZ):
```
15
Properties=species:S:1:pos:R:3:nbo_charge:R:1
C -1.0390 0.5671 -0.7075 -0.170
H -1.1306 0.9245 1.5408 0.217
C 1.1933 -1.2275 0.2425 -0.617
C 0.1330 -0.6772 1.2158 -0.412
H 0.0333 2.1400 -1.6034 0.203
H 0.7741 -0.4658 2.0777 0.207
H -0.7149 -1.3525 1.4171 0.207
C -0.4163 0.6656 0.7169 -0.440
H -1.2419 1.1172 -2.7482 0.214
C -0.7445 1.3755 -1.7475 -0.428
H 1.8782 -0.3417 -0.2794 0.207
H 0.4159 1.3910 0.6611 0.202
H 1.9116 -1.9355 0.7606 0.213
H -1.7150 -0.3726 -0.8669 0.193
H 0.6628 -1.8083 -0.6795 0.207
```

Values from the calculation:
relative energy (zero: lowest compared OMol25 entry of this formula, charge and spin)	1.770	eV
frontier orbital gap	0.398	hartree
SMILES	C=CCCC
calculated total energy	-5345.4955	eV
LUMO level	1.226	eV
strongest force on any atom	3.239	eV Å⁻¹

(4)
ORCA calculation (ωB97M-V/def2-TZVPD) on C5H10 in the gas phase.

Structure (XYZ):
```
15
Properties=species:S:1:pos:R:3:nbo_charge:R:1
C 0.8282 -1.8393 0.0786 -0.611
C -1.3912 1.7014 0.8273 -0.643
H -0.1401 -2.3099 0.0068 0.209
H 1.6649 -2.5343 0.1931 0.211
H 0.8549 1.4703 -0.5934 0.190
H -2.3144 2.1184 0.4266 0.212
H -1.5809 -0.3310 0.0046 0.193
H -1.3516 1.5720 1.9022 0.220
H -0.7156 2.5672 0.6202 0.204
H 0.7816 -1.3043 1.0169 0.208
C -0.9030 0.5339 0.0422 -0.201
C 0.3037 0.5255 -0.5158 -0.173
H 2.1423 -0.4805 -1.1235 0.213
C 1.0900 -0.7056 -0.9432 -0.445
H 0.7310 -0.9838 -1.9425 0.211
```

Values from the calculation:
relative energy (zero: lowest compared OMol25 entry of this formula, charge and spin)	1.195	eV
frontier orbital gap	0.379	hartree
SMILES	C/C=C/CC
calculated total energy	-5346.0713	eV
LUMO level	1.265	eV
strongest force on any atom	2.532	eV Å⁻¹

(5)
ORCA calculation (ωB97M-V/def2-TZVPD) on 2 unconnected molecules or ions with the total composition C5H10.

Structure (XYZ):
```
15
Properties=species:S:1:pos:R:3:nbo_charge:R:1
C 0.7994 1.3820 1.1718 -0.310
H 1.5452 -3.5459 -3.1850 -0.003
H 0.7432 1.1700 2.2956 0.222
C -1.3137 1.1458 -0.0844 -0.516
H -1.2957 -1.6870 0.2314 0.232
H -1.5487 2.1561 0.1852 0.206
H 1.8848 1.2065 0.7768 0.186
H 1.6945 -3.1270 -3.6727 0.003
H 0.0826 -2.5524 -0.3314 0.215
H 1.6883 -0.5536 0.0385 0.218
H -2.0144 0.4143 -0.5575 0.204
C -0.3651 -1.6022 -0.4000 -0.664
H -0.6645 -1.4721 -1.4414 0.235
C -0.0718 0.8240 0.2404 -0.185
C 0.5987 -0.4177 0.0157 -0.043
```

Values from the calculation:
relative energy (zero: lowest compared OMol25 entry of this formula, charge and spin)	6.325	eV
frontier orbital gap	0.241	hartree
calculated total energy	-5340.9414	eV
LUMO level	-0.638	eV
strongest force on any atom	5.380	eV Å⁻¹

(6)
ORCA calculation (ωB97M-V/def2-TZVPD) on C5H10 in the gas phase.

Structure (XYZ):
```
15
Properties=species:S:1:pos:R:3:nbo_charge:R:1
H 1.8760 0.3504 0.7490 0.200
H -1.6102 -1.5386 0.4466 0.209
H 1.0605 -1.8868 0.6507 0.209
C -1.1663 0.5379 -0.1320 -0.404
H -1.6108 0.3123 -1.1090 0.196
H 0.3286 2.0393 0.4280 0.202
C 0.1935 1.2493 -0.3200 -0.410
H 0.2507 1.7339 -1.3007 0.206
C -0.8387 -0.7741 0.5934 -0.402
H -1.8933 1.1499 0.4127 0.209
H 1.9770 0.1183 -0.9919 0.208
C 1.2787 0.1519 -0.1489 -0.408
H 0.3789 -1.6632 -0.9641 0.195
H -0.7451 -0.6011 1.6743 0.194
C 0.5204 -1.1794 0.0120 -0.403
```

Values from the calculation:
relative energy (zero: lowest compared OMol25 entry of this formula, charge and spin)	0.010	eV
frontier orbital gap	0.452	hartree
SMILES	C1CCCC1
calculated total energy	-5347.2560	eV
LUMO level	1.253	eV
strongest force on any atom	0.191	eV Å⁻¹